{"formula": "C7H10N2O2S", "method": "wB97M-V/def2-TZVPD", "symbols": ["C", "C", "C", "C", "C", "C", "C", "N", "N", "O", "O", "S", "H", "H", "H", "H", "H", "H", "H", "H", "H", "H"], "positions_angstrom": [[-2.9862, 0.4383, -0.7791], [-2.4322, -0.6907, -1.3821], [-1.9209, 1.1502, -0.2915], [3.5393, -0.3942, -0.1986], [2.3795, -1.3344, 0.0718], [2.2479, -0.2713, -0.9340], [-1.6761, 2.3399, 0.6445], [-1.1375, -0.6451, -1.3562], [-0.8407, 0.4726, -0.7960], [1.4526, 2.3417, -0.9329], [1.3372, 1.0126, 1.1107], [1.2621, 1.0732, -0.3127], [-3.9720, 0.6263, -0.6442], [-2.9491, -1.4214, -1.8748], [3.7015, 0.3821, 0.4461], [4.4108, -0.6397, -0.6668], [2.6551, -2.4220, -0.0285], [1.9888, -1.1327, 1.0823], [1.9897, -0.3938, -1.9185], [-2.0669, 3.3668, 0.3444], [-2.2564, 2.1249, 1.5305], [-0.5627, 2.1842, 0.8505]], "atomic_forces_ev_per_a": [[1.8, -0.4, 0.4], [-0.7, 1.5, 0.5], [0.8, 1.2, -0.3], [-2.2, -0.3, -0.2], [1.9, -1.5, 2.3], [-1.2, 0.5, 1.1], [0.3, -0.7, -0.8], [1.9, -1.3, -1.2], [3.2, 2.1, 2.0], [-0.1, -0.5, -0.7], [-0.2, 0.0, 0.4], [-2.4, -0.3, 0.3], [-2.8, 0.6, 0.4], [-1.0, -2.0, -1.1], [0.3, 1.7, 2.0], [1.8, -1.1, -1.7], [-1.0, 1.3, -0.9], [-0.2, -0.2, -0.9], [0.1, -0.7, -2.4], [1.1, -1.3, -0.2], [0.2, -0.1, 0.6], [-1.8, 1.4, 0.2]], "molar_mass_g_mol": 186.24, "lumo_ev": -0.763, "relative_energy_ev": 5.432, "gap_ev": 8.1, "multiplicity": 1}

---

{"formula": "C7H10N2O2S", "method": "wB97M-V/def2-TZVPD", "symbols": ["O", "C", "N", "C", "N", "C", "C", "O", "C", "C", "C", "S", "H", "H", "H", "H", "H", "H", "H", "H", "H", "H"], "positions_angstrom": [[-4.1797, 0.8493, -1.5232], [-3.2212, 1.0639, -0.7333], [-2.0439, 0.3382, -0.7912], [-0.8420, 0.9047, -0.1587], [0.2643, 0.0906, 0.0115], [-0.0449, -1.3603, -0.3189], [0.9698, -1.9443, 0.7196], [2.3851, -1.7385, 0.3960], [2.5551, -0.3578, -0.1435], [1.5279, 0.6530, 0.4950], [-1.2613, 2.0845, 0.5453], [-3.0342, 2.4703, 0.4957], [-1.8179, 0.0968, -1.9585], [-1.1693, -1.4212, 0.0047], [0.0490, -1.4523, -1.4317], [0.6941, -1.4444, 1.7998], [0.8530, -3.1028, 0.6535], [3.6297, 0.0164, 0.0393], [2.3930, -0.3077, -1.2676], [1.4913, 0.7728, 1.5999], [1.4977, 1.5994, -0.0148], [-0.6955, 2.1895, 1.5808]], "atomic_forces_ev_per_a": [[3.0, 0.8, 3.0], [-2.7, 0.7, -1.9], [3.1, -0.2, -4.9], [-3.7, 2.1, 2.3], [-3.4, 1.1, -1.6], [0.3, 2.6, 2.0], [-0.4, -2.5, 0.2], [-1.5, 2.4, -0.7], [1.2, 0.8, 0.6], [-0.8, -2.2, -1.0], [2.3, -2.3, 1.7], [1.5, -2.1, -1.6], [-1.2, 0.5, 4.5], [2.4, -0.8, -0.6], [0.3, -0.9, 1.1], [0.6, -1.6, -2.6], [0.3, 2.0, 0.9], [-1.6, -1.0, -0.1], [0.1, -0.4, 1.3], [0.6, -0.2, -0.6], [0.9, 0.7, 0.1], [-1.3, 0.4, -2.4]], "molar_mass_g_mol": 186.24, "lumo_ev": 0.277, "relative_energy_ev": 4.661, "gap_ev": 7.9, "multiplicity": 1}

---

{"formula": "C7H10N2O3V", "method": "wB97M-V/def2-TZVPD", "symbols": ["C", "C", "C", "C", "C", "V", "N", "C", "C", "H", "H", "H", "H", "H", "H", "H", "H", "H", "H", "O", "N", "O", "O"], "positions_angstrom": [[1.3023, -0.5515, -1.5607], [0.1504, 0.0279, -2.1829], [-0.8784, -0.9652, -2.2221], [-0.3625, -2.1637, -1.6096], [0.9890, -1.9028, -1.1940], [-0.3182, -0.6057, -0.2595], [0.8267, 0.7385, 0.8356], [0.7319, 2.1265, 1.0798], [-0.4571, 2.2630, 0.1745], [-1.8561, -0.8435, -2.6618], [0.0674, 1.0330, -2.5721], [-0.8946, -3.0973, -1.5033], [1.6472, -2.5990, -0.6900], [2.2522, -0.0526, -1.4023], [-0.2252, 2.3795, -0.8866], [1.5863, 2.7139, 0.7302], [1.5193, 0.3237, 1.4552], [-1.4285, 2.4894, 0.6080], [0.5261, 2.3906, 2.1304], [-0.4381, -0.0672, 3.3113], [-1.2798, -0.9322, 2.9679], [-1.6620, -1.8441, 3.7134], [-1.7983, -0.8612, 1.7384]], "atomic_forces_ev_per_a": [[0.4, -1.1, -1.2], [0.0, -0.2, -0.8], [0.8, -0.9, -0.7], [0.7, 0.0, -1.4], [0.1, 0.0, -1.6], [-1.0, 5.6, 8.3], [-0.1, -2.5, -0.8], [-0.7, 0.7, -0.7], [0.3, -0.7, -0.2], [0.0, 0.0, 0.2], [0.0, -0.2, 0.0], [0.0, 0.1, 0.2], [-0.2, 0.1, 0.0], [-0.4, -0.1, 0.2], [-0.5, 0.2, 0.5], [0.2, 0.1, 0.0], [-0.3, -0.6, 0.2], [0.0, -0.3, -0.4], [-0.1, -0.2, -0.3], [-1.3, -1.2, -0.4], [0.4, 0.2, 0.1], [0.4, 1.3, -1.1], [1.2, -0.3, -0.1]], "molar_mass_g_mol": 221.11, "lumo_ev": [-1.803, -1.674], "s_squared": 0.773, "gap_ev": [6.4, 6.4], "multiplicity": 2}

---

{"formula": "C7H10N3", "method": "wB97M-V/def2-TZVPD", "symbols": ["C", "C", "C", "C", "C", "C", "C", "N", "N", "N", "H", "H", "H", "H", "H", "H", "H", "H", "H", "H"], "positions_angstrom": [[-0.9817, -1.1258, -0.7338], [0.3180, -1.6207, -0.6617], [-1.1085, 1.2785, -0.3690], [0.9767, 0.8564, 0.7124], [3.1916, 0.2604, -0.0353], [0.0636, 1.7410, -0.1556], [-2.9345, -0.2032, 0.3633], [1.9597, -0.0032, 0.0285], [-1.5889, 0.0495, -0.2434], [1.5594, -1.2272, -0.4091], [-1.7144, -1.8099, -1.1825], [0.3876, -2.5968, -0.9745], [1.4486, 1.5556, 1.3624], [0.3312, 0.2747, 1.2381], [3.5063, 1.2142, 0.2804], [3.8195, -0.6233, -0.3951], [0.4564, 2.7391, -0.4513], [-2.7732, -0.5544, 1.3805], [-3.4962, 0.8469, 0.4113], [-3.4212, -1.0518, -0.1656]], "atomic_forces_ev_per_a": [[-1.5, 0.8, 0.2], [1.1, 3.3, 0.2], [-1.4, -1.7, -0.3], [0.4, 2.8, -1.6], [1.5, -2.1, -0.9], [2.9, 1.3, 0.0], [-0.6, 2.1, 0.0], [-2.4, -0.1, 0.1], [-0.4, -1.4, -0.6], [-0.1, -1.0, 0.1], [0.4, 0.2, 0.5], [-0.2, -2.3, -0.7], [0.9, 0.1, 0.7], [-1.3, -2.1, 1.7], [0.7, 0.8, 0.4], [-0.6, 1.8, 0.3], [-0.5, -1.0, 0.0], [0.1, 0.1, 0.1], [0.9, -2.6, -0.4], [0.0, 1.1, 0.1]], "molar_mass_g_mol": 136.18, "lumo_ev": [-4.816, -5.648], "relative_energy_ev": 6.384, "gap_ev": [7.6, 6.6], "multiplicity": 1, "charge": 1}

---

{"formula": "C7H10N3", "method": "wB97M-V/def2-TZVPD", "symbols": ["C", "N", "C", "C", "N", "C", "N", "C", "C", "C", "H", "H", "H", "H", "H", "H", "H", "H", "H", "H"], "positions_angstrom": [[2.6507, -0.8282, -0.0598], [1.2949, -0.3826, 0.3358], [0.1915, -1.2517, 0.1336], [-1.1243, -0.6866, -0.0482], [-2.3350, -1.3091, -0.1869], [-3.2363, -0.3843, 0.0145], [-2.7751, 0.8248, 0.1646], [-1.4320, 0.7580, 0.1418], [-0.3526, 1.5265, -0.0511], [1.0738, 0.9318, -0.1753], [3.0092, -0.6081, -1.1013], [3.3465, -0.3000, 0.5168], [2.7977, -1.8572, 0.1409], [1.4151, -0.3931, 1.4176], [0.3628, -2.3291, -0.1053], [-4.2674, -0.5687, -0.1183], [-3.3692, 1.5950, 0.3151], [-0.4757, 2.5736, -0.4422], [1.3819, 0.9616, -1.1976], [1.8436, 1.7274, 0.3054]], "atomic_forces_ev_per_a": [[0.8, -0.2, -1.9], [1.3, -0.6, 3.4], [-5.1, -1.2, -2.7], [2.8, -0.8, 2.0], [-0.4, -1.0, 0.2], [0.3, -3.1, -1.5], [-0.2, 2.3, 0.5], [4.1, -1.1, -0.6], [-0.1, 1.7, -0.8], [0.0, 4.9, 1.0], [-1.3, -0.2, 0.6], [0.9, 0.9, 1.2], [-0.2, -1.1, 0.2], [-0.3, 0.7, -1.8], [0.1, 1.2, 0.4], [-1.0, -0.2, 0.3], [-0.3, 1.1, 0.1], [0.5, -0.9, 1.0], [-0.1, -0.3, -1.0], [-1.7, -2.1, -0.7]], "molar_mass_g_mol": 136.18, "lumo_ev": -4.115, "relative_energy_ev": 2.860, "gap_ev": 7.8, "multiplicity": 1, "charge": 1}

---

{"formula": "C7H10N3", "method": "wB97M-V/def2-TZVPD", "symbols": ["C", "C", "C", "C", "C", "N", "N", "C", "C", "N", "H", "H", "H", "H", "H", "H", "H", "H", "H", "H"], "positions_angstrom": [[-1.0527, -2.0010, 0.0798], [-1.3490, -0.5033, -0.2394], [-1.2891, -0.3511, -1.7596], [-0.1857, 0.3537, -2.0883], [0.4897, 0.7312, -0.8894], [1.8304, 1.2879, -0.9361], [2.2645, 1.3697, 0.3286], [1.6326, 1.1357, 1.4602], [0.1892, 0.7935, 1.4820], [-0.2768, 0.2821, 0.2081], [-0.0052, -2.4297, -0.2411], [-1.8541, -2.6113, -0.4538], [-1.0889, -2.0461, 1.1710], [-2.3086, -0.3418, 0.2416], [-2.0048, -0.9059, -2.3787], [0.1072, 0.6405, -3.0212], [3.2870, 1.5728, 0.3737], [2.1855, 1.2807, 2.4541], [-0.0102, 0.1536, 2.4139], [-0.5610, 1.5891, 1.7945]], "atomic_forces_ev_per_a": [[0.6, -1.2, -0.9], [-0.1, -2.1, -1.3], [0.1, 0.0, 1.1], [-1.8, -0.8, 1.8], [1.8, 0.1, 0.8], [-4.9, -1.7, 0.6], [0.9, -0.3, 2.3], [1.3, 1.0, 0.0], [-2.8, -0.2, 2.7], [4.7, 2.6, -2.2], [-2.0, 1.3, 0.3], [1.0, 0.5, 1.2], [-0.3, -0.7, -0.2], [-0.1, 0.7, -0.1], [0.5, 0.5, 0.1], [1.0, 0.5, -2.3], [-1.1, -0.1, 0.0], [-0.7, -0.3, -1.9], [0.5, -0.1, -1.6], [1.4, 0.2, -0.4]], "molar_mass_g_mol": 136.18, "lumo_ev": -4.829, "relative_energy_ev": 2.905, "gap_ev": 8.1, "multiplicity": 1, "charge": 1}